Record 1
ORCA calculation (the ωB97M-V functional and the def2-TZVPD basis) on a structure of composition C6H24F4N14O14S4 at a distorted geometry.

Calculated values
Kohn-Sham gap = 6.371 eV

Structure (ORCA input):
```
! RIJCOSX wB97M-V def2-TZVPD def2/J DEFGRID3
* xyz -2 1
N 1.483 -0.554 -0.171
S 0.495 0.539 0.126
O 1.000 1.635 0.803
O -0.943 0.268 0.307
F 0.428 1.097 -1.413
S 0.981 -1.607 1.090
O -0.331 -2.243 1.065
O 1.665 -1.069 2.348
F 1.913 -2.773 0.662
N 1.083 -3.185 -1.197
S -0.196 -3.875 -1.304
O -0.681 -4.644 -0.136
O -0.791 -4.148 -2.591
F -1.058 -2.627 -0.854
S 2.059 -4.634 -1.269
O 1.936 -5.394 -2.485
O 2.311 -5.375 -0.007
F 3.427 -3.827 -1.447
C 0.468 3.645 1.842
O 0.816 3.893 0.690
N 1.050 2.676 2.560
N -0.452 4.261 2.585
H 1.863 2.274 2.115
H 0.809 2.473 3.519
H -0.472 4.051 3.573
H -0.733 5.118 2.131
C 3.955 0.329 0.164
O 5.102 0.711 -0.012
N 3.018 0.522 -0.714
N 3.461 -0.309 1.189
H 3.308 0.566 -1.680
H 2.068 0.222 -0.552
H 2.506 -0.598 1.035
H 4.001 -0.547 2.009
C -2.476 1.701 -2.386
O -2.736 2.706 -2.961
N -3.286 0.868 -1.782
N -1.425 1.017 -2.655
H -2.873 0.023 -1.414
H -4.281 1.035 -1.760
H -1.020 0.246 -2.143
H -0.809 1.508 -3.287
C 0.675 3.342 -2.193
O 0.193 4.354 -2.356
N 0.860 2.889 -0.964
N 0.866 2.397 -3.121
H 1.233 1.951 -0.929
H 0.606 3.462 -0.172
H 1.073 1.458 -2.812
H 0.660 2.570 -4.094
C -0.953 -0.037 3.216
O -0.319 1.036 3.375
N -1.582 -0.668 4.181
N -1.239 -0.625 2.110
H -1.678 -0.104 5.013
H -2.117 -1.484 3.919
H -1.078 -0.153 1.232
H -1.474 -1.607 2.145
C -3.185 -1.538 -0.608
O -4.043 -0.806 -0.926
N -1.971 -1.110 -0.429
N -3.270 -2.854 -0.550
H -2.040 -0.113 -0.286
H -1.283 -1.675 0.048
H -4.133 -3.230 -0.915
H -2.446 -3.433 -0.478
*
```

---

Record 2
ORCA calculation (the ωB97M-V functional and the def2-TZVPD basis) on a cluster of 6 separate species, C6H24N12O6 in total at a distorted geometry.

Calculated values
Kohn-Sham gap = 8.965 eV
energy above the lowest of the compared OMol25 structures with the same formula, charge and spin = 99.32 kcal/mol
SMILES = NC(N)=O.NC(N)=O.NC(N)=O.NC(N)=O.NC(N)=O.NC(N)=O

Structure (ORCA input):
```
! RIJCOSX wB97M-V def2-TZVPD def2/J DEFGRID3
* xyz 0 1
C 3.585 0.768 -0.562
O 3.339 -0.288 -1.078
N 4.251 1.737 -1.203
N 3.308 1.092 0.736
H 4.429 1.564 -2.182
H 4.291 2.642 -0.756
H 3.084 0.387 1.423
H 3.252 2.099 0.789
C -4.632 3.488 -0.332
O -5.757 3.012 -0.153
N -4.491 4.755 -0.138
N -3.564 2.851 -0.728
H -5.384 5.216 -0.040
H -3.589 5.180 -0.298
H -3.465 1.849 -0.649
H -2.724 3.371 -0.938
C -0.382 0.162 -0.332
O -1.283 0.835 0.189
N 0.579 0.618 -1.105
N -0.368 -1.048 -0.112
H 0.929 1.560 -0.998
H 1.008 -0.190 -1.531
H -1.122 -1.427 0.443
H 0.488 -1.537 -0.330
C 0.351 -3.034 -2.499
O -0.869 -2.914 -2.768
N 0.881 -4.119 -2.013
N 1.284 -2.176 -2.885
H 1.868 -4.152 -1.799
H 0.303 -4.893 -1.719
H 1.061 -1.370 -3.451
H 2.252 -2.331 -2.644
C 1.920 -5.590 1.075
O 1.131 -5.997 1.915
N 2.761 -6.272 0.356
N 2.057 -4.286 0.814
H 3.304 -5.840 -0.378
H 3.007 -7.174 0.738
H 1.643 -3.618 1.449
H 2.983 -4.028 0.505
C -2.340 3.881 3.188
O -1.455 4.398 3.860
N -2.246 3.432 1.982
N -3.492 3.625 3.649
H -2.945 2.886 1.499
H -1.377 3.606 1.498
H -3.735 4.042 4.536
H -4.133 3.227 2.977
*
```

---

Record 3
ORCA calculation (the ωB97M-V functional and the def2-TZVPD basis) on a cluster of 5 separate species, C6H24N2O4 in total.

Calculated values
Kohn-Sham gap = 8.863 eV
energy above the lowest of the compared OMol25 structures with the same formula, charge and spin = 7.93 kcal/mol
SMILES = CCN(C)[C@@H](C)CN.O.O.O.O

Structure (ORCA input):
```
! RIJCOSX wB97M-V def2-TZVPD def2/J DEFGRID3
* xyz 0 1
C 1.764 -2.017 -0.325
C 0.968 -0.783 -0.718
N 0.517 -0.033 0.454
C -0.731 -0.565 0.983
C 1.984 1.934 0.388
C 0.545 1.433 0.290
C -0.065 1.986 -1.013
N -1.476 1.734 -1.283
H 2.726 -1.734 0.102
H 1.961 -2.659 -1.184
H 1.248 -2.620 0.426
H 1.581 -0.141 -1.343
H 0.119 -1.079 -1.352
H -1.581 -0.490 0.295
H -0.604 -1.626 1.205
H -0.990 -0.065 1.916
H 2.027 3.022 0.386
H 2.587 1.600 -0.454
H 2.473 1.572 1.290
H -0.019 1.872 1.113
H 0.498 1.625 -1.876
H 0.080 3.068 -1.008
H -1.682 0.754 -1.428
H -2.078 2.081 -0.545
H -1.772 1.998 1.602
H -1.948 2.191 3.100
O -2.380 2.359 2.255
H -1.863 -2.803 -1.541
H -0.643 -3.397 -0.798
O -1.433 -3.634 -1.289
H 2.336 -1.459 2.900
H 1.768 -0.364 1.975
O 2.377 -0.513 2.722
H -3.460 -1.102 -2.037
H -2.333 -1.030 -3.077
O -2.501 -1.114 -2.132
*
```

---

Record 4
ORCA calculation (the ωB97M-V functional and the def2-TZVPD basis) on a cluster of 6 separate species, C6H24N4O6 in total at a distorted geometry.

Calculated values
Kohn-Sham gap = 9.399 eV
energy above the lowest of the compared OMol25 structures with the same formula, charge and spin = 39.72 kcal/mol
SMILES = NC(N)=O.NC(N)=O.CO.CO.CO.CO

Structure (ORCA input):
```
! RIJCOSX wB97M-V def2-TZVPD def2/J DEFGRID3
* xyz 0 1
C 0.214 1.645 -4.730
O -0.982 1.095 -4.256
H 1.099 1.237 -4.243
H 0.253 1.574 -5.817
H 0.144 2.699 -4.461
H -0.851 0.774 -3.361
C -3.350 -1.331 0.402
O -2.973 -0.923 -0.901
H -3.073 -2.370 0.580
H -2.875 -0.650 1.109
H -4.424 -1.411 0.572
H -3.230 -1.611 -1.519
C 2.996 0.536 1.693
O 3.407 0.842 3.054
H 2.521 1.421 1.270
H 3.834 0.409 1.008
H 2.180 -0.185 1.644
H 2.641 1.281 3.433
C 0.630 -0.035 -0.855
O -0.551 0.480 -1.517
H 1.367 0.736 -0.630
H 0.280 -0.507 0.063
H 1.153 -0.771 -1.465
H -1.250 -0.158 -1.354
C 1.066 -3.408 1.974
O 1.229 -2.955 0.801
N 2.086 -3.296 2.825
N 0.149 -4.162 2.506
H 2.949 -2.891 2.488
H 1.906 -3.500 3.797
H 0.375 -4.447 3.448
H -0.359 -4.797 1.907
C -1.064 3.539 0.394
O -0.993 4.411 1.250
N -0.358 3.447 -0.650
N -1.807 2.476 0.525
H -0.401 2.587 -1.178
H 0.332 4.093 -1.007
H -2.051 1.846 -0.226
H -2.219 2.277 1.426
*
```

---

Record 5
ORCA calculation (the ωB97M-V functional and the def2-TZVPD basis) on a cluster of 6 separate species, C6H24N4O8 in total at a distorted geometry.

Calculated values
Kohn-Sham gap = 9.280 eV
energy above the lowest of the compared OMol25 structures with the same formula, charge and spin = 29.24 kcal/mol
SMILES = NC(N)=O.NC(N)=O.OCCO.OCCO.O.O

Structure (ORCA input):
```
! RIJCOSX wB97M-V def2-TZVPD def2/J DEFGRID3
* xyz 0 1
C -0.582 3.242 -4.344
O -0.356 4.444 -4.173
N -0.612 2.733 -5.593
N -0.941 2.353 -3.361
H -0.418 3.304 -6.392
H -0.696 1.747 -5.759
H -0.839 2.623 -2.399
H -0.677 1.414 -3.611
C 2.954 0.883 0.999
O 2.822 0.883 -0.232
N 4.116 0.540 1.611
N 1.949 1.258 1.843
H 4.235 0.731 2.586
H 4.924 0.346 1.047
H 1.283 1.885 1.415
H 2.193 1.429 2.801
C 1.456 -1.782 3.625
C 0.539 -1.523 2.419
O -0.342 -2.613 2.116
O 2.178 -3.004 3.578
H 0.892 -1.620 4.552
H 2.145 -0.931 3.655
H 1.149 -1.320 1.540
H -0.091 -0.637 2.539
H -0.732 -2.859 2.962
H 1.534 -3.578 4.013
C -3.059 -0.530 0.044
C -3.593 -1.921 0.228
O -4.433 -1.931 1.369
O -4.066 0.351 -0.436
H -2.242 -0.582 -0.694
H -2.566 -0.084 0.914
H -2.749 -2.615 0.278
H -4.064 -2.354 -0.663
H -5.136 -1.291 1.220
H -3.667 1.214 -0.574
O 0.156 1.136 -0.776
H 1.077 1.420 -0.615
H 0.085 0.289 -0.325
O 1.859 -0.830 -2.751
H 2.027 -1.775 -2.678
H 2.293 -0.442 -1.977
*
```

---

Record 6
ORCA calculation (the ωB97M-V functional and the def2-TZVPD basis) on a cluster of 6 separate species, C6H24O6 in total.

Calculated values
Kohn-Sham gap = 10.818 eV
energy above the lowest of the compared OMol25 structures with the same formula, charge and spin = 0.00 kcal/mol
SMILES = CC(C)O.CC(C)O.O.O.O.O

Structure (ORCA input):
```
! RIJCOSX wB97M-V def2-TZVPD def2/J DEFGRID3
* xyz 0 1
O 1.676 1.893 2.379
H 1.711 1.168 3.009
H 1.001 1.627 1.736
O 0.264 0.534 -1.375
H 0.414 -0.420 -1.349
H -0.151 0.707 -0.515
O 1.537 2.962 -0.597
H 2.346 2.925 -0.077
H 1.505 2.127 -1.087
O 0.335 -1.620 1.888
H 0.226 -1.749 0.936
H 1.212 -1.235 1.987
C 0.578 -3.067 -3.138
C 0.683 -3.269 -1.651
C 2.102 -3.124 -1.135
O -0.104 -2.275 -0.956
H 1.145 -3.819 -3.690
H 1.017 -2.104 -3.420
H -0.457 -3.067 -3.481
H 0.325 -4.262 -1.359
H 2.359 -2.068 -1.019
H 2.804 -3.652 -1.775
H 2.179 -3.538 -0.125
H -1.018 -2.333 -1.255
C -2.235 2.514 2.581
C -2.085 1.900 1.204
C -1.938 2.945 0.109
O -0.907 1.056 1.157
H -1.445 3.249 2.748
H -2.172 1.758 3.367
H -3.193 3.023 2.695
H -2.966 1.300 0.940
H -1.639 2.470 -0.824
H -1.191 3.695 0.372
H -2.899 3.442 -0.032
H -1.019 0.307 1.754
*
```

---

Record 7
ORCA calculation (the ωB97M-V functional and the def2-TZVPD basis) on a cluster of 6 separate species, C6H24O6 in total at a distorted geometry.

Calculated values
Kohn-Sham gap = 10.367 eV
energy above the lowest of the compared OMol25 structures with the same formula, charge and spin = 69.47 kcal/mol
SMILES = CCO.CO.CO.CO.CO.O

Structure (ORCA input):
```
! RIJCOSX wB97M-V def2-TZVPD def2/J DEFGRID3
* xyz 0 1
C -12.301 1.193 9.653
O -13.384 0.378 9.114
H -12.361 2.148 9.094
H -12.441 1.432 10.727
H -11.326 0.703 9.571
H -14.103 0.363 9.754
C -7.924 1.566 10.467
O -9.256 1.023 10.291
H -7.161 0.754 10.635
H -7.598 2.119 9.560
H -8.016 2.178 11.323
H -9.316 0.044 10.250
C -9.815 -1.701 5.656
O -10.553 -1.236 6.756
H -9.259 -0.861 5.262
H -9.054 -2.478 5.893
H -10.454 -2.091 4.785
H -11.488 -1.509 6.666
C -6.935 -2.438 8.591
O -5.717 -3.069 9.123
H -7.069 -1.522 9.132
H -6.871 -2.188 7.530
H -7.726 -3.173 8.802
H -4.986 -2.514 8.865
C -12.649 -3.620 7.533
C -13.682 -2.479 7.391
O -13.083 -1.342 6.712
H -12.110 -3.787 6.618
H -13.193 -4.485 7.809
H -11.975 -3.285 8.279
H -14.032 -2.086 8.356
H -14.615 -2.750 6.869
H -13.135 -0.592 7.360
O -9.894 -1.469 9.735
H -9.957 -2.398 9.922
H -10.185 -1.349 8.822
*
```

---

Record 8
ORCA calculation (the ωB97M-V functional and the def2-TZVPD basis) on a cluster of 6 separate species, C6H24O9 in total at a distorted geometry.

Calculated values
<S²> = 0.751
Kohn-Sham gap (spin up / spin down) = 2.649 / 9.895 eV

Structure (ORCA input):
```
! RIJCOSX wB97M-V def2-TZVPD def2/J DEFGRID3
* xyz -1 2
C -0.605 -4.813 -2.109
C -0.557 -5.629 -3.330
O -1.313 -6.803 -3.070
O 0.116 -3.590 -2.363
H -0.242 -5.334 -1.223
H -1.628 -4.683 -1.756
H 0.473 -5.816 -3.635
H -0.941 -5.100 -4.202
H -2.173 -6.695 -3.482
H -0.152 -2.838 -1.829
C -0.784 1.884 2.204
C -1.265 2.985 3.023
O -2.640 2.775 3.385
O -0.433 0.748 2.943
H 0.199 2.074 1.773
H -1.444 1.718 1.352
H -1.158 3.986 2.604
H -0.628 2.998 3.907
H -2.505 1.998 3.932
H 0.515 0.613 2.878
C 2.022 3.887 0.056
C 3.097 3.293 1.015
O 2.416 2.733 2.094
O 2.727 4.491 -0.970
H 1.554 4.632 0.700
H 1.327 3.088 -0.201
H 3.845 4.005 1.365
H 3.688 2.470 0.614
H 2.475 1.792 1.918
H 2.023 4.767 -1.561
O 0.757 0.292 -0.854
H 0.184 1.041 -0.691
H 0.313 -0.445 -0.435
O -0.854 -1.699 0.013
H -1.749 -1.964 -0.200
H -0.751 -1.925 0.938
O -2.079 -0.180 -1.950
H -2.610 -0.249 -1.157
H -1.218 -0.508 -1.691
*
```

---

| no. | DFT total energy (eV) |
| --- | --- |
| 1 | -110318.74551 |
| 2 | -36780.46862 |
| 3 | -17781.51897 |
| 4 | -24855.45513 |
| 5 | -28952.22403 |
| 6 | -18897.01270 |
| 7 | -18894.00006 |
| 8 | -25035.67919 |